Entry from OMol25: a molecular structure, C12H40FeO22P2Pd2 (the ωB97M-V functional and the def2-TZVPD basis).

## Properties
**LUMO (spin up / spin down)**: 4.188 / 4.181 eV
**Gap between HOMO and LUMO (spin up / spin down)**: 4.9896 / 4.5290 eV
**Spin multiplicity**: 9
**Net charge**: -2

The geometry in XYZ format:
```
79
C12H40FeO22P2Pd2 the ωB97M-V functional and the def2-TZVPD basis
H 2.77 4.04 3.06
O -0.08 0.35 -4.38
H 2.02 -2.61 2.83
O 0.65 4.45 1.22
O 3.94 -1.04 -2.42
H 2.54 -0.99 1.21
H 0.69 5.26 3.19
O -0.16 -3.90 -1.20
O 2.31 -3.39 0.45
H -3.86 1.57 2.59
O -2.59 0.34 -2.67
C -1.66 3.48 -1.13
H 2.93 2.10 2.39
C -3.20 -0.85 -2.28
O 0.60 0.64 -1.11
C -0.83 -4.51 -0.14
Pd 0.86 2.21 0.30
H -4.21 -0.31 0.64
H -0.74 -5.58 -0.29
C -2.91 -1.94 -3.36
C -2.28 -4.04 -0.14
O 0.67 3.61 -1.60
P 0.49 -0.43 -0.02
O 2.05 2.43 2.21
O 2.41 -0.64 -5.19
H -0.57 2.38 -2.69
O -4.12 1.48 1.67
O 2.21 1.17 -3.35
H -2.55 0.36 1.10
H -2.73 -4.03 -1.13
H -0.47 0.41 2.72
H -3.13 -1.47 -4.32
O 1.45 -0.90 -3.10
C 0.69 4.33 2.62
H 3.59 2.65 -0.84
O -2.45 -2.70 0.40
Pd -0.56 -0.45 -2.55
C 3.42 -3.34 1.35
C -3.60 0.23 1.36
P 1.49 0.13 -4.21
H 1.37 3.96 -2.15
O -1.47 2.47 -0.23
Fe 2.59 0.31 -1.65
H -0.86 4.01 -3.04
H -3.66 -0.36 2.27
H -1.46 -3.17 -2.87
H 3.64 -2.49 3.44
H 1.28 -0.53 3.97
H 0.31 -0.16 5.39
H -0.31 -4.34 0.80
O 2.92 2.02 -0.50
C -0.59 3.36 -2.22
O -0.50 -1.33 -0.73
H -1.62 4.52 -0.80
O 3.11 -1.12 1.97
H 4.30 -1.74 -1.83
H -1.74 -2.17 0.02
H 1.30 5.11 0.97
H -2.32 2.32 0.20
H 0.07 -3.02 -0.89
H 2.17 -2.48 0.19
H -0.25 3.86 2.92
C 1.86 3.44 3.10
H 0.96 1.17 4.50
H -2.65 3.25 -1.53
O 1.96 -0.77 -0.19
H -4.28 -0.74 -2.36
C 0.54 0.17 4.38
H -2.88 -1.14 -1.28
H -3.29 0.91 -3.00
H 4.36 -3.16 0.83
O -0.70 0.42 3.65
O 0.10 0.49 1.17
H 3.63 -4.27 1.89
H -2.92 -4.71 0.43
C 3.06 -2.47 2.52
H 1.84 3.12 4.14
O -1.50 -2.34 -3.36
H -3.46 -2.87 -3.27
```